(1)
DFT (ωB97M-V/def2-TZVPD) results for a molecular structure, C35H33N7O5P2Ti at a distorted geometry.

The geometry in ORCA input format:
```
! wB97M-V def2-TZVPD RIJCOSX def2/J DEFGRID3
* xyz 2 1
Ti 1.36 0.95 -0.73
N 1.36 2.18 -2.53
C 1.56 3.62 -2.22
C 1.79 3.84 -0.71
O 2.05 4.92 -0.25
N 1.69 2.69 -0.01
C 1.85 2.76 1.42
C 1.89 1.32 1.90
O 1.78 0.98 3.05
O 1.95 0.47 0.90
H 0.44 2.08 -2.98
H 2.05 1.88 -3.22
H 2.43 4.03 -2.74
H 0.70 4.22 -2.51
H 2.77 3.30 1.72
H 1.02 3.30 1.90
O -0.47 1.51 -0.67
P -1.62 1.08 0.23
C -1.03 -0.02 1.57
P -0.14 -1.41 0.73
O 0.44 -0.95 -0.59
C 1.09 -2.07 1.87
C 2.28 -2.56 1.35
C 3.21 -3.15 2.19
C 2.96 -3.23 3.55
C 1.78 -2.73 4.07
C 0.83 -2.16 3.24
C -1.43 -2.65 0.41
C -2.19 -3.18 1.44
C -3.20 -4.08 1.15
C -3.45 -4.45 -0.16
C -2.66 -3.95 -1.18
C -1.65 -3.05 -0.90
C -2.43 2.53 0.94
C -2.59 3.64 0.11
C -3.25 4.76 0.58
C -3.77 4.77 1.86
C -3.63 3.66 2.68
C -2.96 2.54 2.22
C -2.77 0.11 -0.76
C -3.94 -0.39 -0.21
C -4.83 -1.07 -1.01
C -4.56 -1.25 -2.36
C -3.39 -0.75 -2.91
C -2.49 -0.07 -2.11
H -1.88 -0.43 2.11
H -0.39 0.51 2.28
H 2.46 -2.48 0.28
H 4.13 -3.56 1.79
H 3.69 -3.68 4.20
H 1.59 -2.80 5.13
H -0.09 -1.77 3.64
H -1.98 -2.92 2.47
H -3.79 -4.49 1.96
H -4.25 -5.14 -0.37
H -2.83 -4.28 -2.20
H -1.03 -2.64 -1.68
H -2.18 3.61 -0.89
H -3.36 5.62 -0.06
H -4.29 5.64 2.22
H -4.04 3.67 3.68
H -2.85 1.68 2.87
H -4.16 -0.24 0.84
H -5.75 -1.46 -0.59
H -5.27 -1.76 -2.99
H -3.19 -0.87 -3.96
H -1.56 0.32 -2.51
N 2.22 -2.66 -3.23
C 1.37 -1.63 -3.27
N 1.88 -0.61 -2.61
C 3.09 -1.09 -2.17
N 3.31 -2.33 -2.54
C 4.03 -0.23 -1.48
C 5.38 -0.58 -1.29
N 6.21 0.25 -0.70
C 5.76 1.44 -0.34
C 4.44 1.81 -0.55
N 3.56 0.96 -1.10
H 2.15 -3.57 -3.67
H 0.44 -1.64 -3.79
H 5.76 -1.53 -1.63
H 6.47 2.11 0.12
H 4.08 2.80 -0.30
*
```

As for the HOMO energy: -14.23 eV. Its HOMO-LUMO gap is 8.07 eV. The calculation puts the energy relative to the best compared isomer or geometry (same formula, charge and spin) at 23.69 kcal per mole. As for the LUMO energy: -6.160 eV.

Mulliken population analysis, charges in e, atoms 1 to 2:
1. Ti -2.014
2. N 0.155

---

(2)
DFT (ωB97M-V/def2-TZVPD) results for 2 unconnected molecules or ions with the total composition C3H4Cl3N at a distorted geometry.

The geometry in ORCA input format:
```
! wB97M-V def2-TZVPD RIJCOSX def2/J DEFGRID3
* xyz 0 1
C 0.64 -0.52 0.14
C 1.45 0.64 -0.16
C -1.55 0.19 -0.05
N 0.71 -1.69 0.40
Cl -1.93 0.68 -1.69
Cl -1.83 1.48 1.10
Cl -2.39 -1.28 0.41
H 2.15 0.41 -0.95
H 0.82 1.48 -0.46
H 2.01 0.92 0.73
H -0.09 -2.30 0.54
*
```

As for the HOMO energy: -8.35 eV. Its HOMO-LUMO gap is 8.80 eV. The calculation puts the energy relative to the best compared isomer or geometry (same formula, charge and spin) at 39.37 kcal per mole. As for the LUMO energy: 0.453 eV.

natural (NBO) population analysis, charges in e, atoms 1 to 2:
1. C 0.525
2. C -0.739

---

(3)
DFT (ωB97M-V/def2-TZVPD) results for 10 unconnected molecules or ions with the total composition C29H49F12N2O24P2 at a distorted geometry.

The geometry in ORCA input format:
```
! wB97M-V def2-TZVPD RIJCOSX def2/J DEFGRID3
* xyz -1 1
P -0.31 0.00 0.55
F 0.36 -1.35 -0.03
F -0.48 0.46 -0.99
F -1.61 -0.94 0.49
F -1.15 1.30 1.01
F -0.06 -0.54 2.08
F 1.13 0.86 0.44
C -0.60 -5.12 4.08
C -1.60 -4.32 3.25
C -2.86 -4.06 4.09
O -3.92 -3.37 3.44
C -4.27 -3.85 2.16
N -1.03 -3.19 2.59
H -0.26 -4.58 4.96
H 0.25 -5.40 3.45
H -1.05 -6.02 4.50
H -1.84 -4.96 2.40
H -2.57 -3.49 4.97
H -3.27 -5.01 4.44
H -5.25 -3.43 1.95
H -4.35 -4.94 2.19
H -3.53 -3.52 1.43
H -0.70 -2.49 3.24
H -1.69 -2.71 1.99
C 3.14 2.93 -0.54
C 4.34 3.72 -0.08
C 4.17 4.02 1.47
O 5.38 4.34 2.10
C 5.36 5.14 3.24
N 5.44 2.83 -0.41
H 3.03 1.96 -0.06
H 3.29 2.70 -1.60
H 2.17 3.41 -0.44
H 4.36 4.68 -0.60
H 3.78 3.09 1.89
H 3.46 4.83 1.65
H 6.32 5.06 3.75
H 4.53 4.91 3.91
H 5.22 6.18 2.93
H 6.30 3.19 -0.02
H 5.18 2.03 0.14
C 0.84 -0.15 -8.05
O 0.99 0.42 -6.80
P -0.40 1.11 -6.16
O -1.03 2.05 -7.08
O -1.33 -0.17 -5.65
C -0.90 -1.11 -4.67
O 0.12 1.83 -4.83
C -0.77 2.17 -3.82
H 1.13 -1.20 -7.99
H 1.43 0.30 -8.85
H -0.19 -0.13 -8.42
H 0.12 -1.41 -4.87
H -1.48 -2.03 -4.57
H -0.97 -0.62 -3.70
H -0.73 1.45 -3.00
H -1.80 2.15 -4.18
H -0.49 3.14 -3.42
C -3.08 0.18 3.53
C -3.23 1.70 3.61
O -3.09 1.98 4.96
C -2.95 0.90 5.63
O -2.81 0.95 6.86
O -2.86 -0.19 4.90
F -4.48 2.04 3.17
H -2.16 -0.04 2.99
H -3.98 -0.24 3.08
H -2.45 2.15 2.99
C 3.69 -2.25 1.61
C 2.31 -2.68 2.21
O 2.56 -2.41 3.61
C 3.89 -2.46 3.86
O 4.39 -2.61 4.94
O 4.53 -2.53 2.71
F 2.12 -3.96 1.94
H 3.79 -1.20 1.34
H 3.92 -2.89 0.76
H 1.54 -2.08 1.72
C 1.93 -0.03 -2.55
C 3.01 0.42 -3.55
O 4.17 0.18 -2.97
C 4.00 -0.54 -1.82
O 4.86 -0.89 -1.02
O 2.69 -0.83 -1.68
F 2.74 1.78 -3.72
H 1.00 -0.48 -2.88
H 1.63 0.86 -1.98
H 2.91 -0.12 -4.49
C -3.50 1.50 -1.18
C -4.58 0.43 -1.13
O -4.80 0.19 -2.52
C -4.52 1.27 -3.18
O -4.90 1.51 -4.37
O -3.81 2.10 -2.46
F -5.65 0.91 -0.51
H -2.49 1.09 -1.24
H -3.37 2.19 -0.34
H -4.16 -0.40 -0.56
C -0.86 4.25 0.39
C -0.14 4.10 1.71
O -1.04 4.79 2.62
C -2.24 5.06 2.07
O -3.20 5.59 2.58
O -2.20 4.59 0.81
F 1.06 4.71 1.74
H -0.64 3.33 -0.15
H -0.38 5.01 -0.23
H 0.00 3.07 2.04
C -1.70 -3.91 -1.39
C -0.53 -4.60 -0.69
O 0.37 -4.69 -1.84
C -0.16 -4.12 -2.93
O 0.48 -3.90 -3.95
O -1.43 -3.76 -2.70
F -0.91 -5.77 -0.27
H -1.79 -2.91 -0.97
H -2.62 -4.47 -1.26
H -0.21 -4.08 0.21
*
```

As for the HOMO energy: -7.67 eV. Its HOMO-LUMO gap is 9.57 eV. The calculation puts the energy relative to the best compared isomer or geometry (same formula, charge and spin) at 0.00 kcal per mole. As for the LUMO energy: 1.894 eV.

Mulliken population analysis, charges in e, atoms 1 to 2:
1. P 1.920
2. F -0.467

---

(4)
DFT (ωB97M-V/def2-TZVPD) results for C3H5N3O3 in the gas phase at a distorted geometry.

The geometry in ORCA input format:
```
! wB97M-V def2-TZVPD RIJCOSX def2/J DEFGRID3
* xyz 0 1
N -2.07 0.73 0.69
N -2.18 -0.34 -0.08
C -1.11 -1.06 -0.39
N 0.37 -1.05 -0.07
C 0.88 -0.44 1.13
O 2.01 0.02 1.25
O 1.00 -0.54 -1.16
C 1.01 0.79 -1.05
O 0.27 1.50 -0.37
H -1.44 1.43 0.45
H -3.09 1.09 0.51
H -1.46 -1.86 -1.19
H 0.17 -0.63 2.06
H 1.95 1.06 -1.59
*
```

As for the HOMO energy: -9.31 eV. Its HOMO-LUMO gap is 9.88 eV. The calculation puts the energy relative to the best compared isomer or geometry (same formula, charge and spin) at 128.72 kcal per mole. As for the LUMO energy: 0.570 eV. As for the SMILES: N/N=C\N(C=O)OC=O.

natural (NBO) population analysis, charges in e, atoms 1 to 2:
1. N -0.626
2. N -0.215

---

(5)
DFT (ωB97M-V/def2-TZVPD) results for a molecular structure, C36H25BrF3I2N4O5Tl at a distorted geometry.

The geometry in ORCA input format:
```
! wB97M-V def2-TZVPD RIJCOSX def2/J DEFGRID3
* xyz -2 1
Tl -0.46 0.49 -0.32
I 6.39 -1.00 -4.32
C 4.37 -0.61 -3.75
C 3.73 0.50 -4.27
C 2.43 0.72 -3.89
I 1.40 2.44 -4.56
C 1.69 -0.11 -3.00
O 0.49 0.15 -2.71
C 2.42 -1.23 -2.50
C 1.76 -2.13 -1.49
N 1.66 -1.45 -0.20
C 1.41 -2.35 0.91
C 0.02 -2.93 0.82
C -0.21 -4.30 0.77
C -1.51 -4.76 0.67
C -2.54 -3.83 0.65
C -2.21 -2.49 0.71
N -0.97 -2.05 0.79
C 3.74 -1.45 -2.86
H 4.23 1.17 -4.95
H 2.35 -3.07 -1.40
H 0.75 -2.39 -1.82
H 2.53 -0.94 -0.03
H 1.49 -1.77 1.84
H 2.14 -3.17 0.94
H 0.62 -4.98 0.79
H -1.72 -5.81 0.60
H -3.57 -4.14 0.54
H -2.97 -1.71 0.66
H 4.27 -2.30 -2.44
Br 3.03 1.84 0.85
C 2.17 3.54 0.62
C 2.85 4.44 -0.18
C 2.25 5.65 -0.52
C 0.96 5.90 -0.13
C 0.24 4.97 0.64
C -1.13 5.14 0.87
C -1.86 4.13 1.47
C -1.24 3.03 2.03
C 0.17 2.93 2.03
C 0.90 3.80 1.15
H 3.82 4.18 -0.58
H 2.79 6.36 -1.13
H 0.46 6.79 -0.46
H -1.62 6.04 0.52
H -2.94 4.22 1.55
H -1.82 2.31 2.57
O -5.05 0.53 -1.14
C -3.97 -0.05 -1.29
O -2.94 0.08 -0.59
C -3.94 -1.12 -2.40
C -4.94 -1.10 -3.37
C -5.05 -2.12 -4.30
C -4.21 -3.22 -4.23
C -3.20 -3.24 -3.26
C -3.03 -2.17 -2.39
N -2.39 -4.39 -3.15
O -2.61 -5.35 -3.90
O -1.50 -4.41 -2.29
H -5.63 -0.27 -3.35
H -5.81 -2.08 -5.07
H -4.32 -4.05 -4.90
H -2.21 -2.17 -1.69
F 2.51 -0.58 6.97
C 1.56 0.42 6.79
F 0.45 -0.11 7.36
F 1.99 1.39 7.65
C 1.37 0.90 5.43
C 0.39 0.35 4.55
C 0.14 0.92 3.36
N 0.79 2.08 2.92
C 1.90 2.48 3.68
C 2.17 1.95 4.89
H -0.14 -0.55 4.84
H -0.58 0.50 2.66
H 2.47 3.30 3.28
H 3.00 2.33 5.46
*
```

As for the HOMO energy: -0.18 eV. Its HOMO-LUMO gap is 3.33 eV. The calculation puts the energy relative to the best compared isomer or geometry (same formula, charge and spin) at 24.92 kcal per mole. As for the LUMO energy: 3.152 eV.

Mulliken population analysis, charges in e, atoms 1 to 2:
1. Tl 1.204
2. I -0.071

---

(6)
DFT (ωB97M-V/def2-TZVPD) results for a gas-phase ion, C7H13N2S (charge +1) at a distorted geometry.

The geometry in ORCA input format:
```
! wB97M-V def2-TZVPD RIJCOSX def2/J DEFGRID3
* xyz 1 1
C -1.01 -0.58 1.36
C -1.35 0.06 -3.15
C -0.91 -0.58 -2.11
C -0.48 1.37 0.00
C 0.79 0.76 -0.39
C 2.05 1.17 0.17
C 0.91 -1.86 2.13
N -1.46 0.47 0.63
N 0.20 -0.79 1.53
S 0.84 -0.36 -1.60
H -1.89 -1.21 1.84
H -2.37 0.06 -3.30
H -0.76 0.51 -3.85
H -1.70 -1.05 -1.52
H -0.22 2.15 0.77
H -0.79 1.96 -0.90
H 2.03 2.14 0.71
H 3.00 1.21 -0.38
H 2.28 0.41 1.02
H 1.78 -1.46 2.62
H 1.19 -2.37 1.12
H 0.34 -2.61 2.80
H -2.46 0.60 0.51
*
```

As for the HOMO energy: -12.75 eV. Its HOMO-LUMO gap is 7.67 eV. The calculation puts the energy relative to the best compared isomer or geometry (same formula, charge and spin) at 95.95 kcal per mole. As for the LUMO energy: -5.075 eV.

natural (NBO) population analysis, charges in e, atoms 1 to 2:
1. C 0.301
2. C -0.300

---

Respective DFT total energy values: -3645.004038 -1551.955131 -4931.212083 -507.142723 -5623.578518 -781.859733 Ha.